ORCA calculation (wB97M-V/def2-TZVPD) on ArH16O8 as an isolated structure.

ORCA input file:
```
! wB97M-V def2-TZVPD RIJCOSX def2/J DEFGRID3
* xyz 0 1
Ar -0.16258 -0.59132 0.65137
O 0.75822 -1.45819 -3.21949
H 0.62579 -1.90533 -4.05540
H 0.65850 -2.14578 -2.56108
O 2.55180 1.61044 2.08426
H 3.41280 1.40505 1.71996
H 1.96913 1.63269 1.32515
O -1.55452 -3.09077 -1.19273
H -1.60646 -2.74553 -0.30146
H -2.14773 -2.53646 -1.69976
O -1.77112 2.27455 -1.00137
H -2.28835 2.02485 -0.23564
H -1.99310 1.62089 -1.66446
O -2.97886 -2.20517 1.37758
H -2.35491 -2.53275 2.02535
H -3.21064 -1.33013 1.68872
O 2.50025 0.44324 -2.06279
H 1.91492 0.75950 -1.37460
H 1.98197 -0.20518 -2.53942
O 1.18920 1.99655 -0.28033
H 0.23281 1.98122 -0.31649
H 1.42299 2.89984 -0.49399
O 0.15511 1.03774 4.18905
H 0.20221 0.18877 4.62866
H 0.49257 0.87129 3.30891
*
```

Results
Calculated total energy in Eh: -1139.01782
Relative energy (zero: lowest compared OMol25 entry of this formula, charge and spin) in eV: 0.376